(1)
{
  "formula": "C4H9N2OS",
  "method": "ωB97M-V/def2-TZVPD",
  "e_lumo_ev": -3.5,
  "fmax_ha_per_bohr": 0.074,
  "charge": 1,
  "e_tot_ha": -740.464040,
  "gap_ev": 10.0,
  "species": ["C", "C", "C", "C", "N", "N", "O", "S", "H", "H", "H", "H", "H", "H", "H", "H", "H"],
  "positions_angstrom": [[1.192, -1.029, -0.026], [0.724, 1.791, 0.762], [-1.270, -0.371, -0.198], [-1.566, 0.038, -1.413], [-0.115, -1.271, -0.045], [2.014, -2.024, -0.207], [-2.188, -0.391, 0.841], [1.875, 0.563, 0.079], [0.101, 2.326, -0.072], [0.246, 1.213, 1.493], [-2.536, 0.455, -1.684], [-0.706, -0.123, -2.160], [1.389, 2.557, 1.165], [-0.514, -2.217, -0.261], [1.749, -2.951, 0.040], [3.074, -1.854, -0.173], [-3.002, 0.107, 0.684]],
  "mulliken_charge": [0.77, -0.79, 0.13, -0.61, -0.19, -0.43, -0.49, -0.08, 0.29, 0.31, 0.29, 0.22, 0.39, 0.30, 0.25, 0.27, 0.36]
}

***

(2)
{
  "formula": "C31H32IN3O3PdS2Te",
  "method": "ωB97M-V/def2-TZVPD",
  "e_lumo_ev": [0.3, -0.7],
  "fmax_ha_per_bohr": 0.016,
  "charge": 0,
  "e_tot_ha": -3080.396905,
  "multiplicity": 3,
  "gap_ev": [7.8, 7.0],
  "species": ["Pd", "O", "C", "C", "C", "C", "C", "C", "C", "O", "N", "N", "C", "S", "C", "C", "S", "H", "H", "H", "H", "H", "H", "H", "H", "H", "C", "C", "C", "C", "O", "H", "H", "H", "H", "H", "H", "H", "H", "H", "Te", "C", "C", "C", "C", "C", "C", "C", "C", "C", "C", "C", "C", "H", "H", "H", "H", "H", "H", "H", "H", "H", "H", "I", "C", "C", "C", "C", "N", "C", "H", "H", "H", "H"],
  "positions_angstrom": [[-0.393, -0.924, -0.705], [4.280, -1.399, -1.464], [4.663, -1.448, -0.171], [6.032, -1.571, 0.075], [6.505, -1.619, 1.371], [5.625, -1.545, 2.450], [4.271, -1.429, 2.207], [3.762, -1.381, 0.904], [2.295, -1.269, 0.671], [1.881, -1.213, -0.555], [1.523, -1.227, 1.725], [0.176, -1.178, 1.376], [-0.612, -1.139, 2.380], [-2.357, -1.050, 2.218], [-2.652, -1.475, 3.948], [-1.574, -0.808, 4.778], [0.026, -1.169, 4.011], [3.302, -1.290, -1.454], [6.701, -1.626, -0.775], [7.570, -1.714, 1.546], [5.997, -1.580, 3.466], [3.565, -1.376, 3.025], [-2.620, -2.558, 4.060], [-3.647, -1.114, 4.204], [-1.550, -1.199, 5.795], [-1.720, 0.271, 4.812], [-3.324, 1.001, -1.038], [-3.146, -0.241, -1.899], [-4.500, -0.913, -2.116], [-2.546, 0.123, -3.254], [-2.324, -1.181, -1.246], [-4.006, 1.721, -1.503], [-2.359, 1.479, -0.881], [-3.716, 0.727, -0.057], [-5.154, -0.300, -2.743], [-4.996, -1.085, -1.158], [-4.353, -1.879, -2.606], [-3.090, 0.938, -3.741], [-2.557, -0.747, -3.915], [-1.505, 0.426, -3.129], [0.737, 1.563, -0.265], [-0.336, 2.885, 0.984], [0.128, 3.003, 2.291], [-0.514, 3.857, 3.179], [-1.608, 4.600, 2.760], [-2.063, 4.487, 1.452], [-1.433, 3.626, 0.562], [0.841, 2.873, -1.911], [2.027, 3.579, -2.098], [2.133, 4.488, -3.144], [1.059, 4.692, -4.000], [-0.121, 3.985, -3.815], [-0.232, 3.071, -2.774], [0.984, 2.427, 2.621], [-0.150, 3.947, 4.195], [-2.103, 5.272, 3.449], [-2.914, 5.068, 1.120], [-1.794, 3.557, -0.454], [2.867, 3.421, -1.432], [3.056, 5.034, -3.289], [1.143, 5.402, -4.813], [-0.958, 4.139, -4.485], [-1.152, 2.519, -2.644], [2.601, -6.358, -0.414], [0.806, -5.340, -0.638], [-0.409, -5.998, -0.563], [-1.566, -5.254, -0.713], [-1.472, -3.887, -0.921], [-0.292, -3.260, -0.989], [0.828, -3.971, -0.852], [-0.450, -7.066, -0.393], [-2.538, -5.725, -0.664], [-2.339, -3.250, -1.036], [1.757, -3.425, -0.920]],
  "mulliken_charge": [0.71, -0.78, 0.33, -0.76, -0.30, -0.85, -0.36, 0.00, 0.96, -0.73, -0.67, 0.81, -0.36, -0.09, -0.67, -0.58, -0.02, 0.32, 0.45, 0.38, 0.42, 0.52, 0.30, 0.41, 0.39, 0.29, -0.87, 1.87, -2.00, -1.79, -0.22, 0.44, -0.38, 0.34, 0.41, 0.36, 0.42, 0.39, 0.42, 0.25, 0.68, 0.47, -0.44, -0.72, -0.43, -0.74, 0.01, 0.21, -0.64, -0.63, -0.44, -0.87, 0.20, 0.42, 0.41, 0.39, 0.39, 0.21, 0.41, 0.38, 0.38, 0.42, 0.30, 0.10, -0.52, -0.06, -1.06, -0.19, 0.05, -0.12, 0.41, 0.43, 0.44, 0.39]
}

***

(3)
{
  "formula": "C2H8N3O2",
  "method": "ωB97M-V/def2-TZVPD",
  "e_lumo_ev": -5.5,
  "fmax_ha_per_bohr": 0.043,
  "charge": 1,
  "e_tot_ha": -395.312824,
  "gap_ev": 9.9,
  "species": ["C", "C", "N", "N", "N", "O", "O", "H", "H", "H", "H", "H", "H", "H", "H"],
  "positions_angstrom": [[-0.290, 0.493, 1.844], [0.683, 0.915, 0.753], [-1.826, 1.111, -1.720], [0.070, 1.369, -0.433], [-0.877, 1.045, -1.031], [-2.119, 0.412, -2.781], [0.595, -1.020, -1.988], [-1.053, -0.178, 1.454], [0.256, -0.022, 2.630], [-0.776, 1.362, 2.282], [1.355, 1.710, 1.084], [1.306, 0.063, 0.442], [1.318, -1.077, -2.618], [-1.424, -0.229, -3.041], [0.455, -1.916, -1.671]],
  "mulliken_charge": [-1.07, -0.14, -0.35, -0.09, 0.90, -0.26, -0.63, 0.35, 0.34, 0.34, 0.29, 0.30, 0.32, 0.38, 0.33]
}